ORCA calculation (ωB97M-V with the def2-TZVPD basis set) on the ion C6H13N2O with charge +1 in a non-equilibrium geometry.

```
22
Properties=species:S:1:pos:R:3:forces:R:3:lowdin_charge:R:1
C 1.37322 -0.03322 -0.89846 2.1571 -0.4500 -0.6347 -0.1264
C 2.24852 1.26396 -0.82545 0.6304 -4.4941 0.3149 -0.2013
C 1.46730 -0.90254 0.32127 0.8570 -0.2104 -0.0606 -0.2150
C -1.78427 0.10824 1.22955 2.6453 0.5620 -0.9286 0.0104
C -1.27832 1.42491 -0.89109 4.2650 1.0464 1.3067 -0.0104
C -0.65979 0.75067 0.32914 -2.7351 -1.0574 0.1038 -0.3390
N 1.82784 -2.21887 0.28295 -0.1431 -0.3133 0.7035 0.1142
N 0.12514 -0.36026 -0.23092 0.9811 1.9457 1.5919 0.0416
O 1.61822 2.28927 -0.62541 -1.9917 4.2847 0.4391 0.1490
H 1.36196 -0.45631 -1.92712 0.4503 -0.0473 0.8980 0.1791
H 3.11323 1.14721 -1.44498 0.5788 0.3215 -0.6358 0.1358
H 1.74757 -0.48422 1.33832 -0.6132 0.2330 -1.7361 0.2046
H -1.31801 -0.74403 1.73702 -0.7456 0.0381 0.0766 0.0911
H -2.14491 0.83912 1.90697 -0.3351 0.5131 0.8211 0.0793
H -2.54558 -0.09790 0.51998 -0.9817 -0.9386 -0.1748 0.0727
H -1.81973 0.81131 -1.50747 -1.0783 -1.7709 -1.6410 0.0678
H -0.34640 1.89576 -1.35116 -2.0586 -0.0673 -0.2122 0.1074
H -1.93413 2.08987 -0.45220 -1.2927 2.1258 0.2962 0.0790
H -0.05459 1.49768 0.81846 0.5765 -0.3567 0.3807 0.1447
H 1.63966 -2.82772 -0.51052 0.3117 0.2023 0.6045 0.1224
H 2.09569 -2.57011 1.20534 -0.3723 -0.5240 -1.0228 0.1209
H -0.38539 -0.94896 -0.83344 -1.1057 -1.0427 -0.4903 0.1720
```
Forces are in eV/Å.

Values from the calculation:
* ⟨S²⟩: 2.0062
* multiplicity: 3
* net charge: +1
* Kohn-Sham gap (spin up / spin down): 8.1579 / 7.4848 eV

=====

ORCA calculation (ωB97M-V with the def2-TZVPD basis set) on the ion C4H10N2O with charge +2 in a non-equilibrium geometry.

```
17
Properties=species:S:1:pos:R:3:forces:R:3:lowdin_charge:R:1
C -0.89389 -1.18937 0.43318 1.8930 0.7318 0.5301 0.3089
C 0.59900 1.24180 0.15710 -2.1964 -0.2957 3.0103 -0.0994
C 1.36696 0.10478 0.61035 -0.7269 -2.3481 0.2089 0.0707
C -2.87479 0.02991 -0.27939 -2.3197 -3.6713 5.5182 0.0890
N -1.46700 -0.15435 0.05696 1.0926 0.7567 0.8807 -0.1779
N 2.38307 -0.40621 -0.43337 -2.6379 -5.2507 2.2616 0.2408
O -0.86560 1.08987 0.03699 -0.7423 -0.5657 -0.2208 -0.0151
H -1.21350 -2.18094 0.77328 0.0569 0.2409 -0.4939 0.1497
H 0.54543 1.97475 0.98506 0.7529 0.2594 -0.7416 0.1793
H 0.80037 1.56157 -0.78899 1.3144 1.3524 -2.3698 0.1194
H 1.60458 -0.04606 1.71663 0.0801 -0.0575 -1.8847 0.1777
H -2.90514 0.65360 -1.05217 -0.5185 2.4560 -3.2597 0.0648
H -3.49983 0.40480 0.70016 1.8265 -0.6089 -2.4867 0.2059
H -3.19976 -1.03249 -0.44641 -0.2568 1.3202 -0.3769 0.1371
H 2.07919 -0.93971 -1.27912 -0.7864 1.7556 -0.1990 0.2083
H 2.86005 -1.28974 -0.09780 0.3345 1.4567 0.8067 0.2125
H 3.00075 0.30356 -0.57172 2.8340 2.4683 -1.1834 0.1284
```
Forces are in eV/Å.

Values from the calculation:
* net charge: +2
* Kohn-Sham gap (spin up / spin down): 9.1297 / 8.7134 eV

=====

ORCA calculation (ωB97M-V with the def2-TZVPD basis set) on a structure of composition C24H29N10NdO3 in a non-equilibrium geometry.

```
67
Properties=species:S:1:pos:R:3:forces:R:3:lowdin_charge:R:1
Nd -0.51621 -0.10444 -0.11438 1.1508 -0.9664 0.2748 1.8569
C 2.93268 1.00349 3.06842 0.0159 0.0853 0.0257 -0.0168
C 1.88075 0.98509 2.15084 -0.0161 -0.1021 -0.0005 -0.1161
N 1.44769 -0.11345 1.55074 0.2075 -0.1031 0.1545 -0.0042
C 2.07839 -1.28719 1.82722 -0.0647 0.0207 -0.0967 -0.1537
C 3.14211 -1.36064 2.73543 0.0942 -0.0514 0.1118 -0.1286
C 3.55791 -0.17483 3.36609 0.0848 -0.0675 0.0544 0.0257
C 3.78985 -2.61529 2.99831 0.0391 0.1288 0.0728 0.0010
C 3.40316 -3.73096 2.35734 -0.0468 -0.1222 -0.0759 0.0029
C 2.33598 -3.68931 1.39719 0.0758 -0.1150 0.0655 -0.1282
C 1.94411 -4.83664 0.68365 0.0877 -0.0673 0.0563 0.0250
C 0.95044 -4.74458 -0.24914 -0.0325 -0.0612 -0.0500 -0.0117
C 0.33846 -3.50436 -0.45017 -0.0260 0.0603 -0.0121 -0.1128
N 0.65937 -2.41340 0.22318 0.0926 -0.0013 0.0541 0.0001
C 1.66346 -2.49066 1.13540 -0.0616 0.0927 -0.0499 -0.1562
H 3.23491 1.93761 3.52260 -0.0153 -0.0358 -0.0195 0.1216
H 1.37437 1.90188 1.89097 -0.0483 0.0528 -0.0287 0.0828
H 4.37745 -0.20809 4.07466 -0.0248 -0.0065 -0.0236 0.1344
H 4.60089 -2.63787 3.71646 -0.0371 0.0107 -0.0295 0.1293
H 3.89407 -4.67856 2.54410 -0.0274 0.0320 -0.0125 0.1298
H 2.44504 -5.77870 0.87378 -0.0088 0.0307 -0.0009 0.1339
H 0.63376 -5.60081 -0.82900 0.0110 0.0308 0.0158 0.1231
H -0.43339 -3.39648 -1.20025 -0.0150 0.0092 -0.0081 0.0903
N -1.51054 -1.06026 2.20479 -0.2177 0.1920 -0.0623 -0.0271
N -1.97451 0.26253 2.49515 -0.1181 -0.1094 0.0179 -0.0228
C -2.72894 0.89357 1.45122 -0.2640 -0.0980 0.1040 -0.7394
O -3.31504 1.91273 1.74759 -0.1021 -0.0043 -0.1700 0.0693
O -2.61368 0.31928 0.29458 -1.0809 0.5727 0.7132 -0.2175
H -2.29382 -1.70852 2.19144 -0.0192 -0.1022 -0.0025 0.1083
H -0.89321 -1.33745 2.95818 0.1430 0.0040 -0.0366 0.0993
H -2.47906 0.34528 3.36930 0.0258 0.0284 0.1123 0.1421
C -1.92335 5.74819 0.96466 0.0185 -0.0855 -0.0181 0.0200
N -1.41205 4.45783 0.51759 -0.0338 0.1749 -0.1143 -0.0535
C -1.33435 4.03491 -0.87209 0.0044 -0.0209 0.0834 0.0129
C -0.78410 2.63959 -0.69659 -0.0740 0.2388 -0.3175 -0.4773
O -0.58746 1.80061 -1.59264 -0.1043 0.4701 -0.0658 -0.1018
N -0.55960 2.37457 0.60114 0.1605 0.3308 -0.1678 0.0631
C -0.97490 3.47191 1.28429 -0.0396 -0.0699 0.1921 -0.3950
N -0.88195 3.52783 2.60949 -0.0610 -0.0406 0.0533 0.2457
H -2.55812 6.15833 0.18418 0.0004 -0.0053 -0.0125 0.1045
H -1.11506 6.44959 1.17006 0.0215 -0.0174 -0.0050 0.1057
H -2.54017 5.62524 1.85443 -0.0101 -0.0362 -0.0187 0.0996
H -0.66134 4.65604 -1.46607 0.0018 0.0198 0.0080 0.1559
H -2.31593 4.01170 -1.34761 -0.0184 -0.0159 0.0149 0.1586
H -0.83710 2.62965 3.07020 0.0081 0.0221 0.0017 0.1110
H -1.38222 4.24846 3.10544 0.0402 0.0148 0.0080 0.1235
C 4.32563 -0.43634 -3.58912 -0.0739 0.0099 0.0392 -0.0746
C 3.05107 0.41649 -3.66311 -0.0005 -0.1587 0.1489 -0.1884
C 2.11635 0.09907 -2.57867 0.3113 0.0233 -0.2338 -0.1267
N 1.41249 -0.16506 -1.71355 0.3943 -0.0237 -0.4117 0.0904
H 4.98932 -0.15220 -4.40219 0.0016 -0.0023 -0.0020 0.0865
H 4.09270 -1.49553 -3.68802 0.0064 0.0241 -0.0001 0.0847
H 4.84740 -0.27846 -2.64643 -0.0028 0.0016 -0.0208 0.0835
H 2.52909 0.25906 -4.60595 -0.0645 -0.0143 -0.0370 0.1280
H 3.28275 1.47867 -3.59744 -0.0117 0.0644 0.0350 0.1276
C -4.55721 -0.39636 -3.88012 0.1052 -0.0945 0.0963 0.0205
N -3.62208 -1.00237 -2.93035 -0.2048 0.0119 -0.0841 -0.0958
C -3.93441 -1.94462 -1.97761 -0.0430 0.0712 -0.1227 -0.0263
C -2.78452 -2.18907 -1.30364 0.0970 -0.0640 -0.1132 -0.1557
N -1.76239 -1.41447 -1.82664 -0.2651 -0.2176 -0.0699 -0.0964
C -2.32183 -0.71326 -2.80025 -0.0228 -0.0896 -0.0722 -0.1583
H -5.17524 -1.17006 -4.32532 -0.0020 -0.0409 -0.0148 0.1019
H -3.99547 0.10047 -4.66490 0.0405 0.0099 -0.0117 0.0973
H -5.18978 0.32702 -3.37325 -0.0166 0.0214 0.0477 0.1019
H -4.92698 -2.35110 -1.87247 0.0562 0.0412 -0.0323 0.1380
H -2.62687 -2.88289 -0.49392 0.0106 0.0389 0.0201 0.1067
H -1.80871 -0.01241 -3.43918 -0.0307 0.0709 0.0436 0.1416
```
Forces are in eV/Å.

Values from the calculation:
* ⟨S²⟩: 3.7523
* multiplicity: 4
* net charge: +2
* Kohn-Sham gap (spin up / spin down): 8.7336 / 8.7287 eV

=====

Record order is preserved below.
Electronic energy: -11447.9618, -9312.5396, -61673.0458 eV